C34H42Cl5N5OPbSbSeSi3 | ωB97M-V with the def2-TZVPD basis set

Calculated values
Kohn-Sham gap: 6.92 eV
Electronic energy: -7673.76859 a.u.
Total charge: +1

Element x y z (Å)
Pb1 -0.781 -0.110 -1.428
Sb1 2.426 0.411 0.730
Se1 0.346 -0.070 -4.057
Cl1 -3.120 -0.002 -4.314
Cl2 -7.417 -1.645 -1.504
Cl3 -6.167 -0.608 -4.159
Cl4 -2.512 -1.722 0.753
Cl5 -5.582 -2.268 0.941
Si1 1.597 0.775 3.194
Si2 1.945 2.714 -0.423
Si3 4.834 -0.566 0.273
O1 1.238 -1.166 0.311
N1 -2.292 2.881 -2.347
N2 -0.310 -4.689 -1.534
N3 -0.303 -2.516 -1.705
N4 -2.891 1.955 0.139
N5 2.742 -0.367 -2.308
C1 -3.803 -0.604 -2.831
C2 5.598 0.698 -0.852
C3 -2.971 -0.821 -1.746
C4 -6.296 2.092 -1.329
C5 -5.517 1.454 0.942
C6 1.107 2.557 3.445
C7 -5.269 1.906 -0.374
C8 0.301 3.396 0.128
C9 0.096 -0.320 3.316
C10 4.661 -2.260 -0.460
C11 -3.925 2.155 -0.725
C12 1.855 -0.283 -3.049
C13 2.037 -4.909 1.957
C14 0.956 -3.543 0.240
C15 -4.633 2.783 -2.943
C16 1.506 -2.392 0.833
C17 2.301 -2.537 1.971
C18 2.960 0.331 4.388
C19 -4.478 1.289 1.810
C20 0.118 -3.533 -0.969
C21 -5.727 -1.366 -1.607
C22 2.168 2.794 -2.255
C23 -3.611 2.611 -2.041
C24 2.570 -3.770 2.534
C25 -5.170 -0.873 -2.788
C26 -3.551 -1.359 -0.613
C27 -4.910 -1.631 -0.508
C28 1.248 -4.776 0.832
C29 -1.014 -3.049 -2.761
C30 -5.968 2.519 -2.584
C31 3.364 3.590 0.437
C32 5.677 -0.595 1.938
C33 -3.172 1.555 1.354
C34 -1.027 -4.398 -2.665
H1 -1.987 2.790 -3.301
H2 -1.447 -2.425 -3.522
H3 3.451 3.377 1.504
H4 3.927 -2.281 -1.262
H5 -6.744 2.662 -3.324
H6 2.167 3.861 -2.504
H7 1.869 3.283 3.163
H8 2.229 -5.888 2.373
H9 -1.621 2.704 -1.620
H10 6.572 0.332 -1.189
H11 0.918 2.686 4.515
H12 -0.026 4.116 -0.629
H13 3.106 2.359 -2.592
H14 4.314 3.352 -0.042
H15 -0.424 -0.098 4.252
H16 3.287 -0.707 4.324
H17 -6.536 1.241 1.243
H18 2.589 0.495 5.403
H19 -4.406 3.129 -3.944
H20 5.725 0.391 2.401
H21 -0.143 -5.617 -1.192
H22 -0.498 2.661 0.243
H23 3.831 0.974 4.252
H24 0.851 -5.689 0.413
H25 3.206 4.668 0.339
H26 4.418 -3.009 0.292
H27 2.724 -1.658 2.438
H28 -1.461 -5.160 -3.286
H29 1.357 2.317 -2.805
H30 -4.635 0.945 2.823
H31 -0.594 -0.125 2.493
H32 4.981 0.860 -1.734
H33 6.705 -0.941 1.797
H34 3.189 -3.835 3.419
H35 0.404 3.941 1.065
H36 5.195 -1.285 2.631
H37 5.636 -2.511 -0.891
H38 -2.330 1.416 2.026
H39 -7.323 1.894 -1.052
H40 0.336 -1.382 3.306
H41 5.770 1.642 -0.334
H42 0.184 2.794 2.917


C34H42F6N6O11S4SiTi | ωB97M-V with the def2-TZVPD basis set

Calculated values
Spin multiplicity: 3
Kohn-Sham gap (spin up / spin down): 4.38 / 6.24 eV
Electronic energy: -5808.14676 a.u.
Total charge: -2

Element x y z (Å)
Ti1 -0.755 -0.072 1.323
S1 -1.445 2.812 2.503
S2 -3.580 1.527 1.336
S3 -0.557 1.827 -0.320
S4 -1.551 -1.436 3.174
Si1 1.374 2.000 -1.184
F1 -3.195 3.553 4.412
F2 -5.472 1.786 3.202
F3 -1.204 4.321 4.685
F4 -4.977 -0.257 2.719
F5 -3.604 0.947 3.883
F6 -1.620 2.258 5.142
O1 1.959 0.046 3.468
O2 -2.706 0.398 1.079
O3 2.189 -7.165 2.673
O4 2.167 3.434 -1.045
O5 2.321 0.774 -0.704
O6 1.306 1.837 -2.824
O7 -4.618 1.780 0.397
O8 -0.647 3.933 2.151
O9 2.994 -6.698 4.676
O10 -0.859 1.491 2.658
O11 0.867 -0.492 1.600
N1 -1.260 -1.599 0.239
N2 -2.194 -2.425 0.720
N3 2.467 -6.334 3.584
N4 -3.018 -3.529 2.578
N5 -2.869 2.838 1.817
N6 -3.716 -4.391 1.772
C1 1.082 5.379 -0.125
C2 -2.038 -2.317 -1.969
C3 0.555 2.527 -3.820
C4 3.803 -1.055 -1.027
C5 -5.849 -2.720 -0.725
C6 3.540 5.294 -0.638
C7 -4.425 -4.141 0.613
C8 -1.740 -2.627 -3.283
C9 -0.573 1.620 -4.305
C10 -5.418 -4.966 -1.431
C11 0.517 -1.885 -2.962
C12 2.325 -2.705 4.139
C13 -1.896 3.245 4.298
C14 -1.045 -1.789 -1.135
C15 1.531 2.843 -4.954
C16 1.610 -4.548 2.172
C17 0.232 -1.557 -1.651
C18 -2.339 -2.530 2.044
C19 2.619 3.980 1.277
C20 2.334 4.502 -0.126
C21 4.293 1.149 -2.102
C22 -0.463 -2.419 -3.788
C23 -4.473 0.961 2.877
C24 1.385 -3.214 1.963
C25 -6.036 -3.744 -1.650
C26 -4.628 -5.170 -0.312
C27 -0.050 3.831 -3.297
C28 2.536 -4.037 4.369
C29 3.706 0.461 -0.868
C30 2.201 -4.990 3.379
C31 1.544 -0.828 2.726
C32 4.456 0.903 0.389
C33 1.755 -2.254 2.931
C34 -5.059 -2.909 0.391
H1 0.221 4.773 0.161
H2 1.936 1.921 -5.375
H3 2.591 -1.960 4.878
H4 -0.238 -2.666 -4.818
H5 3.886 0.621 1.274
H6 1.345 -5.285 1.428
H7 -5.550 -5.771 -2.145
H8 3.486 3.321 1.269
H9 -3.501 -5.350 1.985
H10 -0.169 0.712 -4.745
H11 0.925 -2.882 1.041
H12 4.844 -1.362 -1.142
H13 -4.143 -6.127 -0.152
H14 3.242 -1.375 -1.908
H15 -6.326 -1.758 -0.870
H16 1.519 -1.732 -3.345
H17 0.990 -1.153 -0.993
H18 0.747 4.504 -2.983
H19 -0.685 3.620 -2.436
H20 -6.657 -3.592 -2.524
H21 2.360 3.432 -4.557
H22 5.342 0.868 -2.216
H23 -0.644 4.309 -4.077
H24 3.368 5.610 -1.669
H25 0.912 5.797 -1.117
H26 4.213 2.231 -1.999
H27 5.442 0.437 0.432
H28 3.737 0.854 -2.992
H29 1.188 6.195 0.592
H30 1.031 3.410 -5.742
H31 4.577 1.987 0.387
H32 -3.024 -2.484 -1.561
H33 2.961 -4.389 5.297
H34 3.380 -1.551 -0.154
H35 -1.187 2.138 -5.045
H36 -2.505 -3.058 -3.918
H37 -1.193 1.340 -3.452
H38 4.429 4.662 -0.617
H39 1.764 3.425 1.642
H40 -4.927 -2.108 1.104
H41 2.808 4.812 1.958
H42 3.715 6.172 -0.014


C34H42N3O4PSSc | ωB97M-V with the def2-TZVPD basis set

Calculated values
Kohn-Sham gap: 7.14 eV
Electronic energy: -3286.59220 a.u.
Total charge: -1

Element x y z (Å)
Sc1 -0.003 -0.096 0.558
S1 -0.373 -0.806 3.044
P1 0.836 2.508 -0.235
O1 -1.195 -1.134 1.797
O2 -1.164 -0.114 4.025
O3 0.613 0.192 2.375
O4 0.354 -1.956 3.507
N1 -1.706 1.055 -0.217
N2 0.533 -1.975 -0.439
N3 2.631 -0.189 0.281
C1 1.890 -3.772 -0.156
C2 -5.292 -1.165 0.201
C3 -3.294 -0.589 -1.048
C4 -6.533 -2.009 0.382
C5 -1.851 2.367 -0.648
C6 -2.122 5.065 -1.598
C7 4.285 0.756 1.951
C8 5.218 1.120 4.563
C9 -2.459 -0.729 -2.300
C10 1.769 2.468 -1.843
C11 4.017 0.464 4.329
C12 5.959 1.596 3.482
C13 3.550 0.280 3.029
C14 -3.088 2.891 -1.100
C15 1.884 5.095 0.734
C16 -4.928 -0.213 1.151
C17 2.835 -1.453 0.209
C18 -0.906 4.552 -1.180
C19 0.616 -4.233 -0.536
C20 1.627 3.617 1.032
C21 -0.174 -3.099 -0.682
C22 1.052 1.415 -2.710
C23 5.493 1.412 2.189
C24 -3.763 0.537 1.042
C25 1.977 3.740 -2.659
C26 -3.399 1.525 2.115
C27 -4.466 -1.331 -0.899
C28 1.802 -2.391 -0.098
C29 0.788 3.521 2.318
C30 3.820 0.625 0.512
C31 -2.930 0.331 -0.064
C32 -2.268 6.491 -2.078
C33 -3.209 4.192 -1.547
C34 -0.749 3.247 -0.701
H1 -6.918 -2.357 -0.578
H2 -2.833 6.544 -3.013
H3 -4.209 1.607 2.842
H4 -2.509 1.205 2.653
H5 -0.189 3.987 2.159
H6 -3.209 2.517 1.701
H7 6.904 2.105 3.649
H8 3.624 1.629 0.144
H9 5.577 1.263 5.577
H10 0.628 2.500 2.652
H11 -6.324 -2.893 0.993
H12 6.077 1.779 1.347
H13 0.961 0.452 -2.201
H14 -3.959 2.249 -1.093
H15 1.607 1.246 -3.638
H16 0.945 5.650 0.671
H17 2.563 3.491 -3.551
H18 -1.290 6.947 -2.254
H19 -4.184 4.541 -1.882
H20 2.748 2.057 -1.592
H21 2.520 4.514 -2.121
H22 -5.565 -0.063 2.019
H23 1.025 4.154 -3.000
H24 -1.410 -0.920 -2.090
H25 2.451 5.518 1.571
H26 0.045 1.755 -2.973
H27 0.296 -5.257 -0.669
H28 -2.832 -1.547 -2.921
H29 2.591 3.136 1.224
H30 -2.493 0.193 -2.889
H31 -2.794 7.115 -1.348
H32 -4.738 -2.051 -1.669
H33 2.460 5.277 -0.172
H34 -1.225 -3.050 -0.937
H35 3.830 -1.869 0.376
H36 4.658 0.250 -0.079
H37 -7.324 -1.447 0.883
H38 -0.037 5.199 -1.239
H39 2.771 -4.360 0.070
H40 3.428 0.086 5.160
H41 2.609 -0.227 2.857
H42 1.291 4.064 3.125


> Look up the electronic energy of the first one.

-7673.76859 a.u.


> The highest electronic energy belongs to which entry?

C34H42N3O4PSSc


> Which value of total charge does entry 3 give?

-1